# 1
25
Properties=species:S:1:pos:R:3 method="wB97M-V/def2-TZVPD" smiles="CC=C(N)N.CC1CC1" relative_energy_kj_mol=172.0 total_energy_ev=-10497.47487 homo_ev=-7.44
C 1.754 -0.406 0.406
C 2.567 0.781 -0.026
C 1.118 0.775 -0.382
C 2.115 -1.742 -0.203
H 1.531 -0.452 1.466
H 3.279 0.631 -0.828
H 2.907 1.486 0.723
H 0.818 0.587 -1.402
H 0.471 1.444 0.163
H 1.487 -2.538 0.194
H 2.002 -1.710 -1.285
H 3.146 -2.004 0.037
C -1.402 -1.499 -0.357
C -1.949 0.887 0.181
N -1.690 0.769 1.551
N -2.362 2.175 -0.186
C -1.831 -0.115 -0.702
H -2.284 2.347 -1.178
H -2.326 1.311 2.120
H -1.643 -0.191 1.858
H -1.912 2.904 0.352
H -1.954 0.116 -1.750
H -0.325 -1.499 -0.058
H -1.564 -2.170 -1.197
H -1.953 -1.889 0.503


# 2
25
Properties=species:S:1:pos:R:3 method="wB97M-V/def2-TZVPD" smiles="C=C[C@@H](N)[C@](C)(N)CC" relative_energy_kj_mol=293.4 total_energy_ev=-10496.21611 homo_ev=-8.02
C -0.034 -0.435 0.149
C -0.609 0.880 -0.211
C -0.151 -0.984 -1.609
C -0.912 -1.340 0.994
C 0.974 -1.948 -1.935
N 1.295 -0.366 0.563
N 0.298 1.699 -0.972
C -0.938 1.672 1.356
C -0.103 2.338 2.140
H -1.619 0.817 -0.613
H 1.611 0.496 0.989
H 1.714 -1.236 0.853
H 1.008 2.103 -0.373
H -0.191 2.439 -1.463
H -1.120 -1.483 -1.643
H -0.199 -0.217 -2.381
H -1.989 1.631 1.637
H -0.885 -1.018 2.035
H -0.563 -2.370 0.920
H -1.944 -1.299 0.656
H 1.052 -2.737 -1.186
H 0.822 -2.408 -2.915
H 1.924 -1.417 -1.983
H -0.399 2.796 3.078
H 0.958 2.389 1.917


# 3
25
Properties=species:S:1:pos:R:3 method="wB97M-V/def2-TZVPD" relative_energy_kj_mol=498.0 total_energy_ev=-10494.09599 homo_ev="-7.03 / -7.03"
C 1.736 -0.847 -0.072
C 3.166 -0.374 0.140
C 0.758 0.627 0.238
N 0.837 1.061 1.449
H 0.085 0.841 2.097
H 1.207 1.188 -0.582
H 1.600 -1.173 -1.104
H 1.468 -1.625 0.640
H 3.466 0.367 -0.603
H 3.871 -1.206 0.067
H 3.288 0.095 1.116
C -1.104 1.098 -1.817
C -1.882 -1.524 0.879
C -1.151 0.536 -0.410
N -1.921 1.381 0.457
C -1.284 -0.869 -0.309
H -2.094 0.973 1.367
H -1.395 2.229 0.642
H -1.217 -1.457 -1.213
H -1.959 0.758 -2.400
H -0.199 0.742 -2.314
H -1.082 2.189 -1.829
H -2.922 -1.214 1.031
H -1.321 -1.190 1.768
H -1.951 -2.605 0.764


# 4
25
Properties=species:S:1:pos:R:3 method="wB97M-V/def2-TZVPD" s2=2.005 relative_energy_kj_mol=175.4 total_energy_ev=-10490.77469 spin_multiplicity=3 homo_ev="-2.36 / -10.63"
C -1.293 -1.800 0.325
C -1.027 -0.803 1.413
C -0.725 -0.461 -0.018
C -1.281 2.016 -0.235
C 2.517 0.207 1.183
C 1.010 -0.824 -1.724
C -1.571 0.586 -0.697
N 1.657 0.540 0.069
N 0.840 -0.541 -0.307
H -0.645 -2.657 0.252
H -2.321 -1.996 0.058
H -1.874 -0.320 1.883
H -0.203 -0.987 2.085
H -2.095 2.677 -0.524
H -0.369 2.398 -0.690
H -1.181 2.058 0.849
H 3.006 -0.738 0.951
H 3.272 0.984 1.266
H 2.003 0.103 2.146
H 2.070 -0.978 -1.919
H 0.466 -1.736 -1.962
H 0.657 -0.016 -2.379
H -1.463 0.529 -1.784
H -2.612 0.348 -0.462
H 1.162 1.410 0.220


# 5
26
Properties=species:S:1:pos:R:3 method="wB97M-V/def2-TZVPD" smiles="CC(=O)C(C)(C)NN(C)C" relative_energy_kj_mol=198.4 total_energy_ev=-12545.21825 homo_ev=-8.71
C 0.434 0.696 0.315
C 1.046 -2.691 -0.833
C -1.167 -1.806 -0.544
C 0.541 1.195 -1.123
C 1.457 1.426 1.206
C -1.766 2.086 0.471
N 0.244 -1.492 -0.693
N 0.777 -0.722 0.367
C -0.931 0.945 0.982
O -1.280 0.257 1.914
H 0.488 -1.090 1.283
H 0.760 -3.198 -1.751
H 2.091 -2.395 -0.905
H -1.383 -2.337 0.396
H -1.478 -2.428 -1.382
H -1.751 -0.886 -0.558
H 0.933 -3.386 0.012
H -0.250 0.781 -1.740
H 0.505 2.278 -1.165
H 2.458 1.183 0.865
H 1.359 1.104 2.239
H 1.316 2.500 1.160
H 1.489 0.858 -1.528
H -2.086 1.889 -0.540
H -1.170 3.005 0.446
H -2.636 2.230 1.108


# 6
26
Properties=species:S:1:pos:R:3 method="wB97M-V/def2-TZVPD" relative_energy_kj_mol=551.4 total_energy_ev=-12541.56004 homo_ev=-6.43
C 0.576 -0.264 1.720
C 1.032 -1.544 1.122
C 0.255 -1.428 -0.196
C -0.812 -0.101 2.125
N 1.385 0.789 1.697
H 0.953 1.702 1.596
H 2.314 0.684 1.321
H 2.114 -1.550 0.969
H 0.764 -2.412 1.730
H -0.675 -1.984 -0.139
H 0.863 -1.745 -1.037
H -1.259 -1.042 2.440
H -1.358 0.268 1.185
H -0.942 0.675 2.877
C 0.804 0.855 -1.691
C -1.324 -0.467 -2.110
C -0.468 0.276 -1.089
O -0.496 2.195 0.265
N -1.286 1.087 -0.371
H -1.155 2.895 0.256
H 0.545 1.705 -2.329
H 1.493 1.221 -0.934
H -0.794 -1.314 -2.551
H -2.243 -0.829 -1.648
H -1.601 0.222 -2.912
H 1.315 0.106 -2.298